No. 1
# C21H34N4O4S

C21H34N4O4S in the gas phase (ωB97M-V/def2-TZVPD, the Open Molecules 2025 dataset).

```
64
C21H34N4O4S | the Open Molecules 2025 dataset | ωB97M-V/def2-TZVPD
C 6.709 -2.094 2.239
C 5.558 -1.190 1.815
C 4.335 -1.384 2.709
C 3.200 -0.408 2.408
C 2.565 -0.628 1.037
C 1.335 0.244 0.852
O 0.884 0.976 1.701
N 0.773 0.091 -0.386
C -0.360 0.746 -0.877
C -0.678 2.037 -0.483
C -1.777 2.664 -1.035
S -2.231 4.285 -0.428
O -1.049 5.039 -0.141
O -3.217 4.845 -1.305
N -2.991 3.992 1.026
C -2.161 3.539 2.120
C -2.960 3.698 3.416
O -4.179 2.990 3.350
C -4.972 3.440 2.277
C -4.240 3.272 0.944
C -2.552 2.044 -1.993
C -2.232 0.761 -2.401
C -1.155 0.081 -1.835
N -0.776 -1.215 -2.212
C -1.190 -1.704 -3.512
C -0.301 -2.890 -3.883
N -0.444 -3.943 -2.895
C 0.284 -5.136 -3.264
C -0.057 -3.448 -1.589
C -0.943 -2.263 -1.217
H 7.570 -1.949 1.590
H 6.413 -3.140 2.187
H 7.010 -1.875 3.261
H 5.300 -1.409 0.777
H 5.879 -0.147 1.867
H 3.971 -2.410 2.607
H 4.640 -1.247 3.749
H 3.569 0.618 2.467
H 2.421 -0.514 3.165
H 3.274 -0.393 0.241
H 2.268 -1.676 0.929
H 1.135 -0.624 -1.004
H -0.062 2.563 0.226
H -1.266 4.159 2.132
H -1.877 2.483 1.996
H -2.411 3.281 4.261
H -3.159 4.765 3.590
H -5.884 2.840 2.299
H -5.224 4.501 2.416
H -4.812 3.702 0.122
H -4.066 2.200 0.753
H -3.391 2.577 -2.410
H -2.839 0.275 -3.147
H -1.065 -0.908 -4.248
H -2.238 -2.040 -3.510
H -0.607 -3.281 -4.855
H 0.747 -2.546 -3.959
H 1.370 -4.966 -3.341
H -0.081 -5.492 -4.226
H 0.105 -5.907 -2.516
H -0.193 -4.249 -0.858
H 1.006 -3.138 -1.572
H -0.687 -1.888 -0.226
H -1.990 -2.605 -1.197
```

Output
- total charge = 0
- gap between HOMO and LUMO (eV) = 9.03
- E_HOMO (eV) = -8.504
- lowest unoccupied orbital energy (eV) = 0.5225

Calculated atomic charges, method Mulliken, unit e:
1 C -1.3657
2 C -0.1825
3 C -0.7281
4 C -0.6365
5 C -0.5597
6 C 0.3581
7 O -0.6673
8 N -0.2704
9 C -0.4187
10 C -0.1294
11 C -0.5645
12 S 1.2800
13 O -0.7231
14 O -0.7317
15 N 0.0109
16 C -0.3121
17 C -0.7609
18 O -0.3984
19 C -0.7038
20 C -0.4139
21 C -0.8606
22 C -0.3203
23 C 0.3586
24 N 0.3803
25 C -0.8344
26 C -1.0128
27 N -0.0442
28 C -1.0648
29 C -0.6209
30 C -0.8163
31 H 0.3738
32 H 0.3390
33 H 0.3377
34 H 0.2336
35 H 0.2821
36 H 0.2937
37 H 0.3946
38 H 0.3119
39 H 0.3299
40 H 0.3497
41 H 0.2741
42 H 0.3416
43 H 0.6767
44 H 0.3927
45 H 0.2894
46 H 0.3511
47 H 0.3731
48 H 0.3441
49 H 0.3596
50 H 0.4374
51 H 0.2770
52 H 0.5291
53 H 0.5029
54 H 0.4979
55 H 0.4507
56 H 0.4950
57 H 0.3334
58 H 0.3762
59 H 0.3448
60 H 0.3341
61 H 0.4341
62 H 0.3058
63 H 0.4684
64 H 0.3180

***

No. 2
# C6H14N2O2

C6H14N2O2 as an isolated structure (ωB97M-V/def2-TZVPD, the Open Molecules 2025 dataset).

```
24
C6H14N2O2 | the Open Molecules 2025 dataset | ωB97M-V/def2-TZVPD
C 1.698 -0.157 -1.162
C -0.028 -1.860 0.641
C 1.059 0.403 0.084
C -0.017 -0.345 0.818
N -0.081 -0.044 2.251
O 1.945 1.063 0.889
H 2.404 1.718 0.340
H -0.973 0.427 2.423
H 0.650 0.614 2.508
H 1.009 -0.768 -1.739
H 2.045 0.640 -1.825
H 2.562 -0.770 -0.887
H 0.834 -2.305 1.146
H -0.019 -2.183 -0.401
H -0.935 -2.260 1.100
C -1.859 -0.260 -1.171
C -1.347 0.440 0.082
N -0.098 1.702 -0.454
O -2.198 0.890 0.883
H -0.416 1.947 -1.389
H -0.220 2.366 0.309
H -2.453 0.468 -1.729
H -2.491 -1.100 -0.887
H -1.071 -0.625 -1.830
```

Output
- total charge = 0
- gap between HOMO and LUMO (eV) = 8.64
- E_HOMO (eV) = -8.212
- lowest unoccupied orbital energy (eV) = 0.4291

Calculated atomic charges, method Mulliken, unit e:
1 C -1.6619
2 C -1.6246
3 C 0.8103
4 C 0.8554
5 N -0.7447
6 O -0.5406
7 H 0.4065
8 H 0.3515
9 H 0.2849
10 H 0.3414
11 H 0.4794
12 H 0.3389
13 H 0.3770
14 H 0.3002
15 H 0.3579
16 C -1.4669
17 C 0.9040
18 N -0.6098
19 O -0.8003
20 H 0.2698
21 H 0.3118
22 H 0.4033
23 H 0.2913
24 H 0.3653

***

No. 3
# C5H8N2S

C5H8N2S as an isolated structure (ωB97M-V/def2-TZVPD, the Open Molecules 2025 dataset).

```
16
C5H8N2S | the Open Molecules 2025 dataset | ωB97M-V/def2-TZVPD
C 0.846 -0.056 1.729
C 0.903 -1.099 0.649
C -0.110 -0.754 -0.445
C -1.232 -1.486 -0.634
C -0.082 0.690 -1.072
H -0.388 1.045 2.679
H -1.088 0.559 1.152
H 2.745 -0.222 1.925
H 1.907 -1.320 0.200
H 0.727 -2.165 0.974
H -2.073 -0.826 -1.046
H -1.236 -2.487 -0.167
H 0.452 1.549 -0.533
N -0.445 0.164 2.232
N 1.994 0.368 2.267
S -0.864 1.024 -2.377
```

Output
- total charge = 0
- gap between HOMO and LUMO (eV) = 8.13
- E_HOMO (eV) = -8.960
- lowest unoccupied orbital energy (eV) = -0.8333

Calculated atomic charges, method Mulliken, unit e:
1 C 0.3068
2 C -0.4414
3 C 0.0911
4 C -0.4969
5 C -0.1671
6 H 0.3432
7 H 0.3642
8 H 0.2654
9 H 0.3138
10 H 0.3307
11 H 0.1509
12 H 0.3117
13 H 0.2349
14 N -0.5725
15 N -0.7898
16 S -0.2451

***

Q: Which formula does entry 3 have?
A: C5H8N2S

***

Q: Which formula does entry 3 have?
A: C5H8N2S

***

Repeat the second record exactly.
# C6H14N2O2

C6H14N2O2 as an isolated structure (ωB97M-V/def2-TZVPD, the Open Molecules 2025 dataset).

```
24
C6H14N2O2 | the Open Molecules 2025 dataset | ωB97M-V/def2-TZVPD
C 1.698 -0.157 -1.162
C -0.028 -1.860 0.641
C 1.059 0.403 0.084
C -0.017 -0.345 0.818
N -0.081 -0.044 2.251
O 1.945 1.063 0.889
H 2.404 1.718 0.340
H -0.973 0.427 2.423
H 0.650 0.614 2.508
H 1.009 -0.768 -1.739
H 2.045 0.640 -1.825
H 2.562 -0.770 -0.887
H 0.834 -2.305 1.146
H -0.019 -2.183 -0.401
H -0.935 -2.260 1.100
C -1.859 -0.260 -1.171
C -1.347 0.440 0.082
N -0.098 1.702 -0.454
O -2.198 0.890 0.883
H -0.416 1.947 -1.389
H -0.220 2.366 0.309
H -2.453 0.468 -1.729
H -2.491 -1.100 -0.887
H -1.071 -0.625 -1.830
```

Output
- total charge = 0
- gap between HOMO and LUMO (eV) = 8.64
- E_HOMO (eV) = -8.212
- lowest unoccupied orbital energy (eV) = 0.4291

Calculated atomic charges, method Mulliken, unit e:
1 C -1.6619
2 C -1.6246
3 C 0.8103
4 C 0.8554
5 N -0.7447
6 O -0.5406
7 H 0.4065
8 H 0.3515
9 H 0.2849
10 H 0.3414
11 H 0.4794
12 H 0.3389
13 H 0.3770
14 H 0.3002
15 H 0.3579
16 C -1.4669
17 C 0.9040
18 N -0.6098
19 O -0.8003
20 H 0.2698
21 H 0.3118
22 H 0.4033
23 H 0.2913
24 H 0.3653

***

Q: total charge of number 3 (C5H8N2S)?
A: 0